C51H115N9O11 | ωB97M-V/def2-TZVPD

The value obtained for the energy is -3332.208921 Eh. The multiplicity is 2. Its charge is -1. The expectation value of S² is 0.75.

XYZ file:
```
186
Properties=species:S:1:pos:R:3:forces:R:3:lowdin_charge:R:1
C 1.871 -15.097 -1.403 0.5 -1.4 -1.2 -0.154
C 1.752 -16.662 -1.123 0.6 0.2 0.2 -0.205
O 3.002 -17.381 -1.207 -0.6 0.9 -0.1 -0.086
O 2.469 -14.930 -2.761 -0.4 0.0 1.8 -0.099
H 2.525 -14.543 -0.730 0.2 -0.4 0.0 0.086
H 0.914 -14.576 -1.361 -0.3 -0.3 -0.1 0.104
H 1.052 -17.122 -1.820 -0.1 0.3 -0.6 0.103
H 1.360 -16.995 -0.162 -0.2 0.9 0.3 0.098
H 3.573 -16.824 -1.741 0.4 0.0 -0.2 0.071
H 2.014 -15.535 -3.353 -0.2 -0.1 -0.1 0.070
C 3.231 -16.775 2.491 0.0 0.4 -0.3 -0.245
C 3.869 -15.594 1.797 1.9 -0.1 0.2 -0.216
O 4.666 -14.771 2.666 -1.3 0.8 0.4 -0.098
O 2.372 -16.229 3.460 -0.6 -0.2 0.8 -0.081
H 3.993 -17.385 2.975 0.1 -0.2 -0.2 0.097
H 2.615 -17.375 1.821 0.2 0.0 -0.2 0.106
H 3.105 -14.913 1.422 0.1 -0.2 -0.5 0.100
H 4.643 -15.940 1.113 -0.7 -0.2 -1.1 0.116
H 5.317 -15.324 3.104 0.6 -0.8 0.1 0.029
H 3.013 -15.860 4.072 -0.3 0.5 0.6 0.073
C -1.319 -17.751 4.396 -3.7 0.5 4.7 -0.843
O -1.821 -18.702 4.986 0.3 -1.9 -1.1 0.018
N -1.741 -16.572 4.755 -3.5 3.9 2.1 0.147
N -0.372 -17.620 3.614 6.1 -3.4 -5.4 0.208
H -1.445 -15.678 4.389 -0.3 -0.4 -0.1 0.099
H -2.659 -16.712 5.151 0.1 1.1 0.3 0.113
H 0.140 -16.789 3.352 0.0 -0.3 0.3 0.110
H -0.007 -18.553 3.487 1.2 0.4 -0.9 0.108
C 7.242 -16.716 4.149 0.9 -2.3 -0.8 -0.782
O 6.205 -16.968 3.512 -0.6 0.4 0.1 -0.034
N 7.389 -15.764 5.031 -1.5 1.4 0.4 0.160
N 8.303 -17.543 4.057 -0.3 -0.1 -0.9 0.150
H 6.465 -15.454 5.298 0.5 1.3 0.7 0.079
H 8.295 -15.362 5.228 -0.2 0.2 0.6 0.010
H 8.060 -18.374 3.536 1.0 0.0 -0.1 0.064
H 9.101 -17.352 4.646 0.1 -0.7 -0.1 0.029
C -0.082 -10.658 5.776 -1.7 -0.5 0.3 -0.042
C -0.162 -10.634 4.209 0.4 2.3 1.0 -0.411
C 0.848 -11.754 3.779 -0.5 1.0 -0.3 -0.136
C 0.775 -12.097 2.322 -1.6 -0.8 0.1 -0.171
C -0.679 -12.623 2.079 2.3 1.1 0.6 -0.124
C -1.713 -11.568 2.421 -2.5 0.8 -1.5 -0.526
N -1.558 -10.912 3.704 1.0 -1.2 2.3 -0.067
O -2.649 -9.956 4.045 2.2 -0.6 -1.1 -0.021
C -1.876 -10.459 1.312 0.7 -0.6 0.6 -0.010
C -3.040 -12.318 2.529 -1.3 0.1 0.6 -0.057
C 0.190 -9.152 3.809 -0.4 -0.1 -0.1 -0.031
H -1.028 -10.338 6.211 -0.5 -0.1 -0.2 0.069
H 0.566 -10.026 6.384 0.9 0.1 -1.0 0.077
H 0.059 -11.687 6.106 0.0 0.0 0.1 0.060
H 1.866 -11.446 4.015 -0.1 0.2 0.4 0.102
H 0.589 -12.636 4.365 0.2 -0.1 0.0 0.113
H 1.427 -12.943 2.102 0.5 0.3 -0.2 0.104
H 0.953 -11.223 1.696 0.3 -0.1 -0.2 0.109
H -0.813 -13.461 2.763 -0.1 -0.3 -0.3 0.105
H -0.656 -12.921 1.031 -1.0 -0.1 0.0 0.119
H -1.007 -9.804 1.370 -0.1 0.2 0.0 0.056
H -1.883 -10.836 0.290 -0.4 -0.2 0.1 0.079
H -2.779 -9.906 1.570 0.1 0.1 -0.3 0.077
H -3.438 -12.735 1.603 0.3 -0.1 -0.1 0.088
H -3.035 -13.056 3.332 0.6 -0.6 -0.3 0.077
H -3.828 -11.688 2.941 0.0 0.6 -0.5 0.069
H 0.992 -8.653 4.354 0.6 -0.6 -0.1 0.073
H -0.650 -8.521 4.099 -0.4 -0.2 -0.1 0.071
H 0.295 -8.997 2.736 0.3 -0.1 0.0 0.058
H -3.052 -10.297 4.847 0.2 -0.5 0.1 0.089
C 7.750 -21.108 2.897 0.5 -1.9 -1.7 -0.026
C 7.645 -20.751 1.335 0.4 2.0 1.6 -0.460
C 6.311 -20.053 1.211 -1.2 0.7 -0.2 -0.152
C 6.135 -19.102 0.018 -0.8 -1.6 -0.5 -0.177
C 7.186 -18.056 -0.094 0.5 -0.2 0.0 -0.144
C 8.604 -18.646 0.002 0.4 1.2 1.1 -0.457
N 8.652 -19.662 1.117 -2.8 1.2 -1.2 -0.134
O 9.904 -20.193 1.202 1.7 -0.5 0.8 -0.041
C 9.165 -19.154 -1.326 -0.1 -0.6 0.3 -0.037
C 9.517 -17.431 0.422 -0.4 0.0 0.6 -0.048
C 7.769 -21.965 0.433 0.1 -0.8 0.6 -0.023
H 8.626 -21.686 3.190 1.1 0.7 -0.3 0.072
H 7.123 -21.993 3.008 -1.2 0.7 0.4 0.065
H 7.597 -20.294 3.605 -0.4 -0.2 -0.3 0.067
H 5.558 -20.841 1.182 -0.2 0.0 -0.1 0.095
H 6.064 -19.437 2.075 0.4 -0.1 0.5 0.100
H 5.143 -18.649 0.029 -0.1 0.1 0.3 0.095
H 6.089 -19.756 -0.854 0.3 0.1 -0.5 0.106
H 7.023 -17.322 0.695 0.2 0.0 0.2 0.107
H 7.108 -17.518 -1.038 0.0 0.1 -0.1 0.123
H 9.304 -18.312 -2.004 -0.2 -0.2 -0.2 0.080
H 10.133 -19.632 -1.173 0.2 0.2 0.2 0.077
H 8.549 -19.954 -1.738 -0.3 0.2 -0.3 0.074
H 9.618 -16.683 -0.364 0.8 -0.7 -0.8 0.077
H 9.129 -16.695 1.126 -0.9 -0.8 0.8 0.058
H 10.415 -17.798 0.919 0.4 0.2 -0.7 0.073
H 7.108 -21.974 -0.433 0.4 0.5 -0.4 0.080
H 7.443 -22.869 0.948 -0.2 0.0 0.4 0.075
H 8.820 -22.183 0.242 0.0 0.3 -0.6 0.081
H 9.969 -20.002 2.140 1.4 -0.5 0.3 0.099
C 7.037 -10.689 2.377 -1.2 -1.4 0.4 -0.030
C 5.824 -10.583 1.423 -0.2 2.0 -1.8 -0.477
C 5.659 -9.065 1.256 0.3 1.5 -3.3 -0.132
C 4.841 -8.576 0.023 -2.8 -0.3 1.2 -0.221
C 5.226 -9.204 -1.283 0.2 -0.7 0.4 -0.140
C 5.420 -10.777 -1.235 -1.1 1.1 1.3 -0.484
N 6.096 -11.182 0.041 0.7 2.2 0.9 -0.097
O 6.380 -12.540 0.136 -0.1 -0.2 -0.2 -0.008
C 4.002 -11.400 -1.479 0.9 -0.3 0.0 -0.027
C 6.316 -11.182 -2.347 0.7 -0.7 -0.4 -0.061
C 4.566 -11.143 2.029 0.5 -1.6 1.2 -0.034
H 6.795 -10.330 3.377 -0.5 0.3 0.0 0.071
H 7.949 -10.147 2.130 -0.1 -0.6 -0.7 0.088
H 7.079 -11.765 2.548 1.2 -0.1 -0.1 0.077
H 5.389 -8.473 2.130 0.1 -0.5 0.2 0.123
H 6.576 -8.691 0.800 1.1 -0.1 1.2 0.110
H 4.749 -7.505 -0.159 1.2 0.5 0.5 0.105
H 3.777 -8.654 0.245 -0.6 -1.1 -0.1 0.094
H 6.078 -8.589 -1.574 0.7 -0.8 -0.4 0.114
H 4.466 -9.002 -2.038 -0.1 0.0 0.0 0.112
H 4.047 -12.488 -1.527 0.2 -0.2 0.4 0.065
H 3.261 -11.115 -0.732 0.0 0.2 -0.2 0.066
H 3.712 -11.152 -2.500 -0.4 0.4 0.1 0.079
H 6.353 -12.271 -2.355 0.1 -0.1 -0.3 0.082
H 5.958 -10.816 -3.309 0.0 0.0 0.0 0.087
H 7.329 -10.828 -2.154 0.0 0.1 -0.1 0.093
H 4.773 -12.153 2.383 0.2 -0.4 0.2 0.056
H 3.700 -11.341 1.398 0.0 1.0 -0.1 0.073
H 4.403 -10.625 2.974 -0.7 0.2 -0.2 0.085
H 5.647 -12.915 0.630 -0.4 -0.6 0.2 0.072
C 3.412 -23.265 1.729 -0.8 1.1 0.4 -0.023
C 2.633 -22.316 2.706 -1.1 0.5 0.4 -0.446
C 1.270 -23.039 3.163 1.8 -0.2 -1.8 -0.146
C 0.584 -22.502 4.357 0.4 0.7 -0.5 -0.190
C 1.580 -22.246 5.494 -3.7 -0.8 0.2 -0.183
C 2.820 -21.496 5.181 -0.5 -0.8 -0.5 -0.454
N 3.434 -22.090 3.929 0.3 -1.0 1.3 -0.085
O 4.719 -21.544 3.632 -1.1 -0.2 0.3 -0.026
C 2.351 -20.020 5.017 1.4 0.0 1.2 -0.016
C 3.618 -21.766 6.525 1.5 1.6 -2.0 -0.029
C 2.224 -20.995 1.981 -0.8 -0.6 -0.4 -0.027
H 3.784 -24.108 2.311 0.4 0.2 -0.3 0.086
H 4.133 -22.661 1.178 0.7 -0.3 0.5 0.059
H 2.798 -23.632 0.907 -0.6 -0.1 0.3 0.076
H 0.597 -22.963 2.309 0.0 -0.2 -0.2 0.110
H 1.533 -24.090 3.276 0.0 -0.2 0.2 0.112
H -0.281 -23.135 4.555 0.2 -0.2 0.7 0.118
H 0.112 -21.566 4.057 0.0 0.3 0.1 0.098
H 1.670 -23.141 6.110 0.6 -0.2 -0.3 0.119
H 0.946 -21.584 6.084 0.4 0.1 0.8 0.120
H 3.128 -19.410 4.556 -0.2 0.2 -0.3 0.075
H 1.366 -19.849 4.582 0.3 -0.4 -0.2 0.051
H 2.282 -19.654 6.042 -0.1 0.3 0.0 0.085
H 3.136 -21.278 7.372 -0.3 -0.3 -0.1 0.082
H 3.885 -22.808 6.704 -0.5 0.0 -0.2 0.083
H 4.557 -21.235 6.371 0.4 0.0 0.4 0.067
H 2.994 -20.385 1.508 0.3 -0.1 0.3 0.073
H 1.548 -20.375 2.570 0.4 0.1 0.3 0.050
H 1.548 -21.292 1.179 0.2 -0.2 -0.4 0.077
H 4.530 -20.610 3.522 0.4 0.7 -0.3 0.066
C 4.415 -14.729 9.500 0.6 0.0 -0.4 -0.076
C 3.819 -13.900 8.351 -2.6 -1.4 1.6 -0.468
C 2.809 -12.840 9.049 1.1 0.4 -2.1 -0.110
C 2.524 -11.756 8.015 0.4 0.4 1.3 -0.223
C 3.848 -11.240 7.577 0.5 1.0 -1.2 -0.161
C 4.810 -12.187 6.815 -0.8 -0.1 0.1 -0.517
N 4.990 -13.345 7.661 -0.2 -0.4 0.9 -0.072
O 5.749 -14.450 7.047 -1.4 1.6 0.0 -0.152
C 4.253 -12.442 5.394 0.6 0.0 0.2 -0.010
C 6.128 -11.457 6.739 0.8 0.0 -0.3 -0.063
C 2.897 -14.779 7.452 0.4 0.4 0.2 -0.039
H 5.147 -14.076 9.974 0.1 -0.1 0.2 0.078
H 4.956 -15.557 9.042 0.0 -0.2 0.3 0.062
H 3.764 -15.123 10.281 -0.4 0.1 -0.3 0.081
H 1.779 -13.124 9.265 0.5 -1.4 0.7 0.116
H 3.342 -12.398 9.891 -0.3 0.0 0.2 0.112
H 2.049 -10.927 8.539 -0.4 0.2 0.0 0.111
H 1.812 -12.053 7.244 0.4 -0.2 -0.2 0.081
H 4.381 -10.781 8.409 0.0 -0.4 0.4 0.119
H 3.651 -10.382 6.934 0.3 0.1 -0.4 0.115
H 3.682 -13.354 5.219 0.0 0.0 0.4 0.068
H 3.625 -11.581 5.168 0.1 -0.1 -0.5 0.059
H 5.134 -12.497 4.755 -0.3 0.1 -0.4 0.069
H 6.417 -11.082 7.721 -0.1 0.2 0.0 0.080
H 6.958 -12.088 6.422 -0.2 -0.3 -0.2 0.069
H 6.066 -10.660 5.997 0.0 0.3 0.2 0.078
H 2.346 -14.101 6.800 0.2 -0.3 -0.5 0.054
H 2.113 -15.313 7.988 0.2 0.0 0.5 0.080
H 3.505 -15.525 6.939 -0.1 0.2 -0.4 0.070
H 6.369 -14.651 7.751 0.6 -0.2 0.1 0.057
```
Forces are in eV/Å.